DFT (ωB97M-V with the def2-TZVPD basis set) results for a structure of composition C34H74BrCl48O5PSSi2 in a non-equilibrium geometry.

Geometry (Å):
C -1.52415 -1.32468 -3.86766
C -0.63130 -0.96604 -2.75837
C -1.10480 0.12169 -1.87435
Br -2.97306 0.03511 -1.40045
Si -0.18492 -0.15343 -0.30033
O -0.59775 0.82126 0.91993
Si -1.17314 -0.04397 2.20255
O 0.05836 -0.75967 3.04004
C 0.17627 -2.13892 2.81057
C -0.34369 -2.92783 3.91955
C -1.81365 -3.09745 3.86532
O 0.23253 -4.16829 3.87520
P -2.30715 1.29036 3.53951
C -3.56227 0.20985 4.32552
C -1.00879 1.75845 4.76669
C -1.60508 2.18556 6.04836
S 1.98810 -0.00927 -0.59446
C 2.71637 -0.40590 0.95984
O 2.40965 -0.97381 -1.54259
O 2.27669 1.34327 -0.92214
H -1.67870 -2.32449 -3.84653
H -1.04262 -1.14138 -4.73964
H -2.39577 -0.78551 -3.88731
H -0.36881 -1.77945 -2.17656
H 0.23760 -0.62124 -3.16617
H -0.83096 1.03754 -2.23874
H -0.48523 -1.54494 0.07765
H -2.10048 -1.08840 1.73025
H 1.18706 -2.36162 2.71145
H -0.30593 -2.40262 1.92530
H -0.13179 -2.48494 4.80198
H -2.23749 -2.67726 3.03382
H -2.25687 -2.79267 4.73948
H -1.97637 -4.10478 3.79667
H 0.72092 -4.22843 3.11898
H -4.19196 0.77253 4.89066
H -3.15919 -0.56318 4.87824
H -4.12463 -0.21077 3.58022
H -0.38950 0.95107 4.94041
H -0.46941 2.50544 4.32746
H -0.87536 2.49675 6.70530
H -2.06782 1.37488 6.44889
H -2.26517 2.93180 5.85807
H 2.28238 0.12855 1.72076
H 3.71529 -0.25128 0.89956
H 2.54001 -1.40372 1.10864
C 3.06975 -1.59665 -4.83522
Cl 2.56548 -2.92494 -5.90021
Cl 4.70674 -1.85833 -4.22189
H 3.06426 -0.68701 -5.39679
H 2.38861 -1.52597 -4.01238
C 3.00637 -3.25272 4.91571
Cl 2.58005 -1.55043 4.65707
Cl 4.71004 -3.50027 4.53351
H 2.83172 -3.49776 5.93669
H 2.40270 -3.87591 4.27505
C -7.22849 2.28986 -7.94844
Cl -6.93407 3.46807 -6.66212
Cl -7.86737 0.76797 -7.30344
H -7.97598 2.68263 -8.61765
H -6.30448 2.11953 -8.47822
C 3.78301 -2.79105 -9.38978
Cl 4.48543 -4.21770 -10.16727
Cl 4.61105 -1.31016 -9.88058
H 2.74593 -2.71869 -9.67231
H 3.86998 -2.90012 -8.32180
C -0.74531 5.75629 2.98582
Cl -1.30837 5.90400 4.65933
Cl -1.26580 4.22727 2.28103
H -1.15052 6.56458 2.40682
H 0.33194 5.79851 2.97653
C 3.51195 1.54505 6.20575
Cl 2.26494 2.07987 5.06755
Cl 3.10852 1.98789 7.86881
H 3.59640 0.47285 6.14123
H 4.44815 2.00827 5.94138
C -0.10030 6.56420 -1.19753
Cl -0.60371 7.91963 -0.17730
Cl 0.52559 5.19788 -0.26285
H -0.95243 6.22856 -1.76427
H 0.67348 6.91172 -1.86103
C 1.59713 2.33637 -5.49217
Cl 1.06157 0.77985 -6.12832
Cl 1.92378 3.50467 -6.77570
H 0.85963 2.72824 -4.80661
H 2.51962 2.16316 -4.98213
C -3.52447 4.36139 8.64449
Cl -3.67370 2.61090 8.42138
Cl -3.66632 5.23276 7.11101
H -4.30773 4.69289 9.30555
H -2.56516 4.57398 9.07077
C 3.26028 -5.80640 8.70707
Cl 1.88485 -4.73644 9.01901
Cl 3.93546 -5.48249 7.10744
H 4.01944 -5.62839 9.45021
H 2.93069 -6.82903 8.75301
C -0.55316 -2.01564 10.06181
Cl -1.91801 -0.93814 10.37735
Cl 0.15199 -1.73850 8.46622
H 0.20461 -1.84057 10.80682
H -0.89895 -3.03492 10.11311
C 4.26134 3.30424 -2.73476
Cl 4.41942 3.58798 -4.47482
Cl 5.66584 2.44371 -2.08707
H 4.17766 4.25502 -2.23645
H 3.38020 2.71165 -2.55033
C 5.51336 -6.33616 2.14016
Cl 3.82992 -5.82692 2.26586
Cl 6.17937 -6.82070 3.70469
H 5.56811 -7.17445 1.46698
H 6.09091 -5.50928 1.75801
C -2.82608 5.39750 -7.16555
Cl -3.75452 4.32869 -8.23937
Cl -1.16922 4.91757 -6.71162
H -2.70225 6.33240 -7.68485
H -3.41890 5.54544 -6.27724
C 5.40571 -2.74320 -0.46841
Cl 5.03829 -2.60385 1.27632
Cl 4.67652 -4.14323 -1.25957
H 5.03213 -1.86695 -0.97423
H 6.47617 -2.80234 -0.57404
C 8.30592 1.84166 -4.51414
Cl 7.63020 0.55477 -5.51926
Cl 9.98498 1.51327 -4.06198
H 8.27100 2.76572 -5.06643
H 7.71535 1.91879 -3.61863
C 5.28311 1.63002 2.53339
Cl 7.02059 1.95251 2.58432
Cl 4.87260 0.08957 3.29814
H 4.76765 2.42101 3.05563
H 4.96830 1.60015 1.50269
C 6.03495 -3.58884 -13.48683
Cl 6.73345 -5.01465 -14.26687
Cl 6.86562 -2.10576 -13.97137
H 4.99865 -3.51314 -13.76904
H 6.12130 -3.70077 -12.41936
C -1.91299 8.23013 8.17063
Cl -2.41284 9.52053 9.27037
Cl -1.20172 6.86350 9.03800
H -2.77682 7.87853 7.63097
H -1.17800 8.62136 7.48767
C -6.04552 6.34755 3.83469
Cl -4.33061 6.74567 4.01788
Cl -6.45644 4.81559 4.61104
H -6.63251 7.13073 4.28433
H -6.26943 6.27120 2.78408
C -11.24837 0.09056 -9.63562
Cl -10.61120 1.73985 -9.67642
Cl -9.95260 -1.11207 -9.73056
H -11.78618 -0.05262 -8.71393
H -11.90743 -0.04512 -10.47620
C -5.30089 -2.80165 -5.56929
Cl -5.46391 -1.52411 -6.78205
Cl -5.63379 -2.20668 -3.93614
H -6.00438 -3.58492 -5.79942
H -4.30128 -3.18238 -5.59573
C -9.54405 -3.60033 -12.33535
Cl -10.82152 -4.69051 -12.88984
Cl -8.73072 -2.80528 -13.68798
H -9.98306 -2.84598 -11.70498
H -8.81758 -4.17148 -11.78160
C 1.87790 -8.98518 11.20856
Cl 0.53916 -8.03353 10.56074
Cl 3.38874 -8.66033 10.34685
H 2.01341 -8.73249 12.24631
H 1.64272 -10.03071 11.10591

Forces on atoms 1 to 2 (eV/Å):
C 0.6 0.4 0.7
C -1.5 0.6 0.2

Electronic energy ... -27697.7570 Ha
2S+1 ... 1
F_max ... 0.074 Eh/bohr
Frontier orbital gap ... 7.84 eV
Net charge ... 0

Löwdin population analysis, charges in e, atoms 1 to 2: -0.09, -0.36

***

DFT (ωB97M-V with the def2-TZVPD basis set) results for a cluster of 6 separate species, C34H74N4O5 in total in a non-equilibrium geometry.

Geometry (Å):
O 0.73489 0.13603 0.08711
H -0.01553 0.75566 0.00078
C 3.32220 0.69660 -2.20688
C 3.69496 1.86803 -1.31173
C 2.59539 2.94921 -1.35898
C 2.81425 4.04098 -0.31294
C 2.57041 3.36590 0.99868
C 3.52569 2.23107 1.28556
N 3.76012 1.38006 0.07995
O 4.15128 0.07185 0.27522
C 2.95114 1.42128 2.47067
C 4.90108 2.80602 1.58355
C 5.10187 2.37897 -1.69839
H 3.27934 1.05012 -3.23705
H 2.37194 0.18924 -2.04044
H 3.98958 -0.16418 -2.16488
H 1.60935 2.48547 -1.38667
H 2.64328 3.47579 -2.31214
H 2.19014 4.90875 -0.52642
H 3.76035 4.57639 -0.39249
H 1.53066 3.04355 0.94287
H 2.56929 4.07109 1.82982
H 2.18377 0.69134 2.21295
H 2.42314 2.03020 3.20452
H 3.71875 0.81740 2.95460
H 4.82392 3.57461 2.35258
H 5.30876 3.44316 0.79872
H 5.62963 2.07001 1.92356
H 5.50529 3.29862 -1.27459
H 5.06142 2.52240 -2.77815
H 5.81461 1.56703 -1.55400
C 2.07419 -2.80692 -3.03105
C 1.64603 -2.63253 -1.56176
C 2.12541 -3.84389 -0.68823
N 1.89254 -3.71279 0.85022
C 0.38946 -3.60096 1.21731
C 2.47391 -5.00424 1.50274
C 3.19655 -4.65015 2.80574
C 3.04524 -3.15567 2.89577
C 2.66518 -2.63006 1.50315
H 1.66062 -3.68969 -3.51868
H 3.13854 -2.96506 -3.20499
H 1.66469 -1.98838 -3.62299
H 0.56226 -2.51813 -1.58353
H 2.04922 -1.73846 -1.08617
H 3.20064 -4.00061 -0.77438
H 1.60998 -4.75688 -0.98634
H 0.05399 -2.60039 0.94453
H 0.37583 -3.74647 2.29748
H -0.21653 -4.34608 0.70189
H 1.60168 -5.64244 1.64422
H 3.04764 -5.55943 0.76064
H 2.87359 -5.15581 3.71574
H 4.26086 -4.87014 2.72253
H 2.20613 -2.96731 3.56549
H 3.88729 -2.59683 3.30413
H 2.08315 -1.71536 1.39063
H 3.53224 -2.51804 0.85218
C -0.55732 2.48240 4.06397
C -1.06565 2.38225 2.61777
C -1.16372 3.82667 2.00731
N -1.86639 3.96907 0.63037
C -1.13764 3.20863 -0.50553
C -1.88677 5.40872 0.26233
C -3.15986 5.60255 -0.56966
C -4.09686 4.44591 -0.19543
C -3.32830 3.44091 0.65093
H 0.48430 2.80341 4.05477
H -0.62511 1.53852 4.60490
H -1.11013 3.18016 4.69296
H -1.96075 1.76040 2.63152
H -0.35916 1.77291 2.05414
H -0.23378 4.38086 1.88012
H -1.77323 4.37201 2.72786
H -1.19584 2.13189 -0.34631
H -0.16373 3.65032 -0.29452
H -1.48280 3.51913 -1.49172
H -0.92226 5.62726 -0.19601
H -2.02952 6.00981 1.16034
H -3.04375 5.70610 -1.64850
H -3.60394 6.51865 -0.18024
H -4.55342 3.86944 -1.00000
H -4.87809 4.85580 0.44470
H -3.38933 2.38058 0.40583
H -3.63885 3.54418 1.69064
C -5.41578 -5.07340 -4.18384
C -4.51538 -4.49895 -3.02562
C -4.92215 -3.02817 -2.75545
N -3.95634 -2.35378 -1.71551
C -3.83615 -3.15565 -0.36014
C -4.41929 -0.88326 -1.34302
C -3.10482 -0.08915 -1.10382
C -1.97204 -1.00728 -1.49374
C -2.63211 -1.98031 -2.40938
H -6.47748 -4.84984 -4.07940
H -5.05189 -6.09718 -4.27082
H -5.24168 -4.46491 -5.07127
H -3.43487 -4.63321 -3.07634
H -4.89296 -5.12884 -2.22017
H -5.90775 -2.99672 -2.29102
H -4.91919 -2.21282 -3.47887
H -4.87246 -3.31303 -0.06117
H -3.34404 -2.47755 0.33707
H -3.22600 -3.99621 -0.69071
H -5.07809 -0.97904 -0.47993
H -5.01518 -0.49476 -2.16890
H -2.95650 0.13854 -0.04823
H -2.98589 0.82328 -1.68813
H -1.56839 -1.55382 -0.64141
H -1.05740 -0.52363 -1.83671
H -2.01513 -2.87829 -2.44204
H -2.79540 -1.52862 -3.38785
O 0.29224 -0.65260 2.89123
C -0.86675 -1.28227 3.23241
O -1.86930 -1.05066 2.50131
O -1.02242 -2.07909 4.18477
H 0.20119 -0.42725 1.96250

Forces on atoms 1 to 2 (eV/Å):
O -0.1 0.6 -0.1
H 0.6 -0.6 0.2

Electronic energy ... -1934.3103 Ha
2S+1 ... 1
F_max ... 0.168 Eh/bohr
Frontier orbital gap ... 2.97 eV
Net charge ... +2
Relative energy (zero: lowest compared OMol25 entry of this formula, charge and spin) ... 3.75 kcal per mole

Löwdin population analysis, charges in e, atoms 1 to 2: -0.36, -0.12

***

DFT (ωB97M-V with the def2-TZVPD basis set) results for a cluster of 5 separate species, C34H74N5O3 in total in a non-equilibrium geometry.

Geometry (Å):
C 5.84397 -1.47218 4.78692
C 4.33620 -1.19968 4.73322
C 3.95078 -0.13217 3.74327
O 4.26308 -0.42466 2.37175
C 3.73439 -1.61599 1.87599
C 4.79985 -2.66654 1.78228
C 6.09386 -2.32971 1.42852
C 7.05795 -3.30451 1.33060
C 8.46080 -2.93333 0.96195
O 9.37826 -3.53280 1.39200
O 8.55991 -1.90991 0.06948
C 6.74276 -4.62584 1.61108
C 5.45230 -4.93207 1.94983
N 4.52251 -3.95691 2.02124
H 6.26305 -1.26261 5.75843
H 6.38180 -0.92402 4.02596
H 6.04541 -2.52251 4.59444
H 3.77680 -2.11698 4.58287
H 4.02099 -0.82964 5.70063
H 4.51135 0.76295 3.96890
H 2.89355 0.11220 3.81602
H 3.38741 -1.44909 0.84971
H 2.88740 -1.97825 2.45559
H 6.33578 -1.30788 1.23146
H 8.81454 -1.10613 0.54400
H 7.49501 -5.38841 1.56204
H 5.14531 -5.93567 2.17758
H 3.57446 -4.19646 2.27870
C 5.84015 -1.16919 -2.03935
C 4.42847 -1.53869 -2.46806
N 3.40522 -0.78774 -1.75995
C 2.06146 -1.30996 -1.96579
C 1.45587 -1.25238 -3.37056
C 3.53372 0.66361 -1.81983
C 3.53094 1.33026 -3.20064
H 5.95694 -1.28685 -0.96710
H 6.55880 -1.82538 -2.53077
H 6.10626 -0.14585 -2.30226
H 4.26679 -2.59717 -2.23937
H 4.35195 -1.44700 -3.56061
H 1.38784 -0.79411 -1.27420
H 2.06610 -2.35708 -1.63986
H 1.13506 -0.24417 -3.62709
H 0.56917 -1.88726 -3.40577
H 2.13729 -1.60640 -4.14397
H 4.45823 0.94003 -1.30672
H 2.73563 1.09334 -1.20869
H 4.14534 0.78827 -3.92033
H 3.93748 2.33931 -3.12004
H 2.52746 1.42186 -3.61130
C -0.68981 2.00493 0.00815
C -1.33729 1.58270 -1.30070
N -2.20233 0.42814 -1.17296
C -2.63297 -0.10673 -2.45422
C -3.51622 0.77425 -3.34719
C -3.22919 0.53881 -0.15022
C -4.22767 1.70217 -0.24507
H -0.11756 1.18717 0.45274
H -0.01017 2.83780 -0.17573
H -1.42778 2.34488 0.73502
H -0.53557 1.32902 -2.00214
H -1.86108 2.45377 -1.72601
H -3.14489 -1.05637 -2.27729
H -1.73082 -0.36847 -3.01751
H -4.54329 0.81928 -2.98960
H -3.54792 0.35718 -4.35534
H -3.13489 1.79230 -3.42845
H -2.72915 0.59710 0.81997
H -3.78023 -0.40484 -0.12135
H -3.73868 2.64303 -0.50496
H -4.71650 1.84515 0.72058
H -5.01274 1.51391 -0.97478
C -2.75996 -2.93514 2.31209
C -3.51739 -4.24631 2.16914
N -4.90951 -4.06096 1.81412
C -5.69695 -5.27751 1.92348
C -5.36973 -6.44462 0.98283
C -5.15477 -3.24618 0.63702
C -4.53685 -3.69167 -0.69639
H -3.24307 -2.28230 3.04017
H -1.74178 -3.13087 2.65393
H -2.68747 -2.39916 1.36431
H -3.49215 -4.76591 3.13074
H -2.97486 -4.88970 1.45582
H -6.74995 -5.01106 1.80521
H -5.60151 -5.63116 2.95454
H -5.73016 -6.26846 -0.02945
H -5.85894 -7.35125 1.34275
H -4.29954 -6.64870 0.93650
H -4.80549 -2.23347 0.85339
H -6.23613 -3.14842 0.51944
H -3.50365 -4.02269 -0.57960
H -4.53379 -2.85363 -1.39711
H -5.10122 -4.49627 -1.16385
C -2.86131 8.52591 -2.22570
C -3.67434 7.90436 -1.10064
N -3.97865 6.50211 -1.31881
C -4.96389 5.97289 -0.39207
C -4.60063 5.89635 1.09710
C -2.83795 5.64759 -1.58261
C -1.72282 5.57878 -0.52720
H -3.36732 8.40525 -3.18414
H -2.73343 9.59229 -2.03906
H -1.86476 8.09008 -2.30516
H -4.62651 8.43634 -1.03356
H -3.15226 8.08345 -0.14674
H -5.25261 4.97583 -0.73711
H -5.86370 6.58664 -0.49361
H -3.91767 5.07424 1.31023
H -5.50383 5.72211 1.68476
H -4.15025 6.82083 1.45871
H -2.39079 5.96151 -2.52875
H -3.21631 4.63915 -1.77515
H -1.46348 6.56187 -0.13326
H -0.82040 5.16070 -0.97991
H -1.99115 4.93334 0.30843

Forces on atoms 1 to 2 (eV/Å):
C -0.2 -0.6 -0.2
C 0.4 0.1 0.2

Electronic energy ... -1839.0712 Ha
2S+1 ... 1
F_max ... 0.024 Eh/bohr
Frontier orbital gap ... 4.62 eV
Net charge ... +1
Relative energy (zero: lowest compared OMol25 entry of this formula, charge and spin) ... 0.00 kcal per mole

Löwdin population analysis, charges in e, atoms 1 to 2: -0.08, -0.22

***

> Among the records above, which one has the highest net charge?

C34H74N4O5

***

> The lowest net charge belongs to which entry?

C34H74BrCl48O5PSSi2

***

> Number 2 is which compound?

C34H74N4O5

***

> What is the formula in the first record?

C34H74BrCl48O5PSSi2